<1>
One molecule with the formula C3H5F. Source: the Open Molecules 2025 dataset; level of theory: ωB97M-V/def2-TZVPD.

The calculation puts the LUMO energy at 1.20 eV. The HOMO energy comes out at -9.0 eV. As for the SMILES: C/C=C/F. The value obtained for the frontier orbital gap is 10.17 eV. As for the net charge: 0.

Geometry as XYZ:
```
9
C3H5F, DFT ωB97M-V/def2-TZVPD
C -0.407 -0.352 0.131
C -0.853 0.963 0.389
C 0.846 -0.556 -0.501
F -1.926 1.013 1.201
H -1.008 -1.076 0.741
H -0.482 2.039 0.180
H 0.892 -0.990 -1.497
H 1.478 0.289 -0.633
H 1.459 -1.331 -0.011
```

<2>
A 2-piece molecular cluster, C3H5F overall. Source: the Open Molecules 2025 dataset; level of theory: ωB97M-V/def2-TZVPD.

The calculation puts the LUMO energy at 0.86 eV. The HOMO energy comes out at -8.6 eV. The value obtained for the frontier orbital gap is 9.49 eV. As for the net charge: 0.

Geometry as XYZ:
```
9
C3H5F, DFT ωB97M-V/def2-TZVPD
C -1.272 0.809 -0.589
C -0.497 0.175 0.194
C 1.774 0.135 -0.529
F 2.592 0.109 0.500
H -2.319 0.700 -0.447
H -1.073 1.376 -1.470
H -0.704 -0.548 0.932
H 1.936 1.012 -1.051
H 1.669 -0.901 -1.061
```

<3>
C3H5F as an isolated structure. Source: the Open Molecules 2025 dataset; level of theory: ωB97M-V/def2-TZVPD.

The calculation puts the LUMO energy (alpha / beta) at -0.13 / 0.45 eV. The HOMO energy (alpha / beta) comes out at -8.4 / -9.0 eV. The value obtained for the frontier orbital gap (alpha / beta) is 8.25 / 9.46 eV. As for the net charge: 0.

Geometry as XYZ:
```
9
C3H5F, DFT ωB97M-V/def2-TZVPD
C -0.096 -0.593 0.319
C 1.643 0.075 -0.320
C -1.245 0.246 -0.166
F 2.783 -0.529 0.156
H -0.106 -1.576 0.709
H 1.402 1.110 -0.077
H -1.555 0.878 0.690
H -0.783 0.871 -1.006
H -2.044 -0.482 -0.305
```

<4>
A 2-piece molecular cluster, C3H5F overall. Source: the Open Molecules 2025 dataset; level of theory: ωB97M-V/def2-TZVPD.

The calculation puts the LUMO energy (alpha / beta) at -0.29 / -0.29 eV. The HOMO energy (alpha / beta) comes out at -8.2 / -8.2 eV. The value obtained for the frontier orbital gap (alpha / beta) is 7.90 / 7.90 eV. As for the net charge: 0.

Geometry as XYZ:
```
9
C3H5F, DFT ωB97M-V/def2-TZVPD
C -0.119 -0.725 -0.143
C 1.471 1.416 -1.292
C -1.173 -0.324 0.805
F 2.069 0.933 -2.322
H -0.365 -1.709 -0.359
H 2.019 1.338 -0.296
H -1.192 0.759 1.141
H -2.093 -0.882 0.791
H -0.616 -0.806 1.676
```

Going by the energies, <1> is most stable and the next is 0.1098 hartree up.

<1>
C33H32F6NO3P2PtS as an isolated structure. Source: the Open Molecules 2025 dataset; level of theory: ωB97M-V/def2-TZVPD.

The calculation puts the LUMO energy (alpha / beta) at -0.86 / -2.93 eV. The spin multiplicity is 4. The HOMO energy (alpha / beta) comes out at -8.0 / -8.6 eV. The value obtained for the frontier orbital gap (alpha / beta) is 7.10 / 5.63 eV. As for the net charge: 0.

Geometry as XYZ:
```
79
C33H32F6NO3P2PtS, DFT ωB97M-V/def2-TZVPD
Pt -0.520 -1.116 -1.149
O 1.665 -2.735 -2.338
N 1.309 -2.319 -1.074
C 2.301 -2.158 -0.288
C 2.233 -1.848 1.138
C 3.450 -2.036 1.806
C 3.548 -1.959 3.182
C 2.410 -1.712 3.934
C 1.201 -1.504 3.291
C 1.090 -1.536 1.902
P -0.541 -1.110 1.229
C -1.701 -2.202 2.076
C -1.297 -3.471 2.486
C -2.217 -4.342 3.043
C -3.542 -3.959 3.185
C -3.951 -2.702 2.763
C -3.038 -1.826 2.205
C -0.875 0.606 1.737
C -0.062 1.338 2.595
C -0.360 2.663 2.880
C -1.467 3.271 2.308
C -2.268 2.553 1.432
C -1.969 1.234 1.137
H 1.039 -3.470 -2.518
H 3.284 -2.389 -0.689
H 4.330 -2.275 1.224
H 4.503 -2.113 3.665
H 2.458 -1.678 5.013
H 0.314 -1.312 3.882
H -0.276 -3.795 2.344
H -1.900 -5.330 3.345
H -4.260 -4.646 3.612
H -4.986 -2.404 2.862
H -3.370 -0.851 1.874
H 0.820 0.896 3.035
H 0.281 3.220 3.549
H -1.695 4.304 2.531
H -3.120 3.025 0.961
H -2.567 0.700 0.408
C -2.332 -1.532 -3.772
C -3.012 -0.577 -2.788
C -2.740 0.879 -3.176
C -4.507 -0.865 -2.691
O -2.473 -0.769 -1.491
H -2.726 -1.362 -4.774
H -2.502 -2.569 -3.491
H -1.252 -1.349 -3.802
H -3.212 1.098 -4.135
H -1.669 1.064 -3.257
H -3.151 1.555 -2.425
H -4.984 -0.750 -3.665
H -4.980 -0.175 -1.992
H -4.668 -1.884 -2.342
C 5.597 5.485 -0.266
C 5.283 6.828 -0.862
O 6.028 7.768 -0.837
S 3.675 7.075 -1.621
C 2.904 5.476 -1.551
C 2.035 5.168 -0.508
C 1.409 3.936 -0.466
C 1.643 2.990 -1.471
C 2.505 3.313 -2.521
C 3.121 4.548 -2.564
C 0.989 1.726 -1.423
C 0.378 0.679 -1.343
H 6.618 5.514 0.107
H 5.481 4.684 -0.992
H 4.904 5.285 0.553
H 1.856 5.898 0.270
H 0.730 3.690 0.340
H 2.674 2.590 -3.307
H 3.773 4.803 -3.390
F -1.396 -3.437 -1.419
P -1.108 -5.077 -1.260
F -0.778 -6.626 -1.136
F -2.257 -5.339 -2.343
F -0.018 -4.923 -2.490
F 0.079 -4.705 -0.213
F -2.169 -5.125 -0.064
```

<2>
C33H32F6NO3P2PtS as an isolated structure. Source: the Open Molecules 2025 dataset; level of theory: ωB97M-V/def2-TZVPD.

The calculation puts the LUMO energy (alpha / beta) at 0.10 / -2.50 eV. The spin multiplicity is 4. The HOMO energy (alpha / beta) comes out at -8.5 / -8.5 eV. The value obtained for the frontier orbital gap (alpha / beta) is 8.65 / 6.03 eV. As for the net charge: 0.

Geometry as XYZ:
```
79
C33H32F6NO3P2PtS, DFT ωB97M-V/def2-TZVPD
Pt 1.177 0.020 1.795
O 0.360 -0.180 4.611
N 0.838 -0.947 3.703
C 1.547 -1.996 3.929
C 1.896 -2.895 2.821
C 3.146 -3.511 2.845
C 3.548 -4.344 1.818
C 2.692 -4.586 0.750
C 1.434 -4.007 0.733
C 1.009 -3.160 1.756
P -0.723 -2.554 1.848
C -1.618 -3.727 0.763
C -1.868 -3.503 -0.590
C -2.587 -4.422 -1.342
C -3.054 -5.586 -0.750
C -2.809 -5.823 0.596
C -2.107 -4.895 1.348
C -0.679 -1.085 0.754
C 1.356 -0.994 -1.048
C 1.548 -0.050 -1.980
C 0.645 1.165 -1.803
C -1.562 0.847 -0.266
C -1.809 -0.161 0.676
H -0.129 0.993 3.667
H 1.842 -2.205 4.952
H 3.819 -3.303 3.668
H 4.529 -4.798 1.844
H 2.998 -5.238 -0.057
H 0.754 -4.236 -0.079
H -1.495 -2.603 -1.066
H -2.775 -4.231 -2.390
H -3.611 -6.306 -1.336
H -3.177 -6.728 1.061
H -1.938 -5.079 2.403
H 1.924 -1.905 -0.944
H 2.296 -0.093 -2.759
H 1.258 1.964 -1.362
H -2.240 1.643 -0.533
H -2.706 -0.276 1.268
C -1.495 3.406 3.111
C -0.087 2.890 2.862
C 0.465 3.412 1.551
C 0.853 3.207 4.016
O -0.201 1.439 2.755
H -1.500 4.496 3.142
H -1.883 3.035 4.060
H -2.161 3.077 2.312
H 0.620 4.488 1.631
H -0.232 3.228 0.730
H 1.425 2.953 1.314
H 0.938 4.287 4.143
H 1.848 2.801 3.822
H 0.484 2.780 4.949
C -3.896 3.977 -4.761
C -3.595 3.949 -6.236
O -4.334 4.403 -7.066
S -2.074 3.203 -6.836
C -1.273 2.609 -5.369
C -1.523 1.319 -4.905
C -0.900 0.862 -3.757
C -0.014 1.677 -3.057
C 0.246 2.955 -3.533
C -0.374 3.417 -4.684
C -0.286 0.649 -0.749
C 0.279 -0.565 -0.145
H -4.601 4.786 -4.581
H -3.008 4.093 -4.146
H -4.370 3.031 -4.493
H -2.207 0.680 -5.448
H -1.097 -0.144 -3.402
H 0.946 3.591 -3.004
H -0.164 4.412 -5.056
F 3.448 -0.747 0.960
P 4.272 0.636 1.355
F 4.946 2.008 1.772
F 4.984 0.619 -0.063
F 2.989 1.470 0.693
F 3.394 0.632 2.769
F 5.407 -0.230 2.040
```

Going by the energies, <2> is most stable and the next is 0.0086 hartree up.

<1>
A 2-piece molecular cluster, C11H11N3 overall. Source: the Open Molecules 2025 dataset; level of theory: ωB97M-V/def2-TZVPD.

The calculation puts the LUMO energy (alpha / beta) at -0.79 / -0.79 eV. The HOMO energy (alpha / beta) comes out at -7.6 / -7.6 eV. The value obtained for the frontier orbital gap (alpha / beta) is 6.82 / 6.81 eV. As for the net charge: 0.

Geometry as XYZ:
```
25
C11H11N3, DFT ωB97M-V/def2-TZVPD
C 1.609 -1.585 1.328
C -0.153 -2.483 -0.292
C -2.964 0.522 0.694
C -1.824 1.063 1.404
C -2.902 0.052 -0.547
C -0.688 1.146 0.712
C -1.634 -0.154 -1.155
C -0.560 0.378 -0.518
C 2.493 1.350 0.090
C 1.080 -1.894 0.072
C 0.679 0.134 -1.219
N 2.028 -1.306 2.380
N -1.169 -2.910 -0.647
N 1.912 0.691 -1.056
H -3.806 0.315 1.303
H -1.799 1.384 2.420
H -3.735 -0.532 -0.861
H 0.203 1.608 1.236
H -1.530 -0.728 -2.031
H 2.847 0.691 0.932
H 3.308 1.973 -0.290
H 1.646 2.129 0.460
H 1.948 -1.876 -0.650
H 0.369 -0.559 -2.035
H 2.641 0.590 -1.733
```

<2>
One molecule with the formula C11H11N3. Source: the Open Molecules 2025 dataset; level of theory: ωB97M-V/def2-TZVPD.

The calculation puts the LUMO energy (alpha / beta) at -2.30 / -2.85 eV. The HOMO energy (alpha / beta) comes out at -6.7 / -6.2 eV. The value obtained for the frontier orbital gap (alpha / beta) is 4.42 / 3.31 eV. As for the net charge: 0.

Geometry as XYZ:
```
25
C11H11N3, DFT ωB97M-V/def2-TZVPD
C 2.370 -1.386 0.681
C 2.624 0.460 -0.315
C -0.812 -2.172 -0.084
C -1.274 -1.378 0.974
C -0.769 -1.665 -1.319
C -1.334 0.052 0.890
C -0.010 1.872 -0.326
C -1.960 0.714 -1.570
C 0.847 1.718 0.895
C -0.937 -0.336 -1.458
C -1.061 0.704 -0.397
N 3.024 -0.823 -0.352
N 1.503 -0.600 1.282
N 1.690 0.577 0.677
H 2.464 -2.420 0.969
H -0.515 -3.240 0.095
H -1.517 -1.771 2.025
H -0.321 -2.278 -2.062
H -1.281 0.714 1.815
H -0.508 2.882 -0.286
H 0.677 2.050 -1.217
H -1.901 1.665 -2.144
H -2.971 0.311 -1.493
H 1.598 2.600 0.837
H 0.376 1.749 1.884
```

Going by the energies, <1> is most stable and the next is 0.1671 hartree up.

<1>
A 5-piece molecular cluster, H12NO4 overall. Source: the Open Molecules 2025 dataset; level of theory: ωB97M-V/def2-TZVPD.

The calculation puts the LUMO energy at -2.90 eV. The HOMO energy comes out at -15.2 eV. The value obtained for the frontier orbital gap is 12.25 eV. As for the net charge: +1.

Geometry as XYZ:
```
17
H12NO4, DFT ωB97M-V/def2-TZVPD
N 0.444 0.614 -0.031
H -0.465 0.658 0.443
H 0.999 -0.196 0.243
H 0.943 1.520 0.026
H 0.220 0.471 -1.027
H -0.383 -2.488 1.345
H 1.047 -3.100 1.476
O 0.526 -2.441 1.021
H -2.610 0.138 1.659
H -2.884 0.580 0.206
O -2.199 0.266 0.797
H 2.057 3.523 -1.039
H 2.256 3.290 0.439
O 1.728 2.972 -0.298
H -0.292 -2.218 -1.098
H -0.873 -2.051 -2.433
O -0.514 -1.539 -1.730
```

<2>
A 5-piece molecular cluster, H12NO4 overall. Source: the Open Molecules 2025 dataset; level of theory: ωB97M-V/def2-TZVPD.

The calculation puts the LUMO energy at -2.86 eV. The HOMO energy comes out at -15.1 eV. The value obtained for the frontier orbital gap is 12.28 eV. As for the net charge: +1.

Geometry as XYZ:
```
17
H12NO4, DFT ωB97M-V/def2-TZVPD
N 0.158 0.248 0.527
H 1.096 0.043 0.250
H -0.011 -0.094 1.574
H -0.139 1.206 0.266
H -0.410 -0.368 -0.153
H -1.098 -2.423 -1.747
H 0.082 -2.346 -1.019
O -0.683 -1.832 -1.152
H -0.601 -0.970 3.742
H 0.124 0.312 3.803
O -0.130 -0.376 3.187
H -2.044 1.932 -1.912
H -2.736 0.743 -1.289
O -1.885 1.189 -1.326
H 2.654 1.048 -2.245
H 3.232 1.264 -0.673
O 2.541 0.759 -1.245
```

Going by the energies, <1> is most stable and the next is 0.0249 hartree up.